C2FKO | ωB97M-V/def2-TZVPD

Geometry as XYZ:
```
5
Properties=species:S:1:pos:R:3:lowdin_charge:R:1
C 0.13 0.42 0.12 -0.224
O 1.93 0.28 -0.54 -0.103
C 1.44 0.44 0.57 -0.417
F -0.41 1.69 -0.11 -0.089
K -1.56 -1.81 0.26 0.833
```

Orbital gap (spin up / spin down), eV: 4.53 / 4.53
F_max, eV/A: 4.83
LUMO (spin up / spin down), eV: -1.25 / -1.25
Energy above the lowest of the compared OMol25 structures with the same formula, charge and spin, eV: 2.9903
Energy, Ha: -851.0462

---

CH7BrN3 | ωB97M-V/def2-TZVPD

Geometry as XYZ:
```
12
Properties=species:S:1:pos:R:3:lowdin_charge:R:1
C 0.54 0.37 0.29 -0.542
N 1.71 0.03 -0.15 0.154
N -0.11 1.38 0.60 0.130
N -0.41 -0.89 0.39 0.144
Br -3.22 0.13 -0.16 0.518
H -2.42 0.99 0.79 -0.144
H 2.19 -0.92 -0.15 0.171
H 2.32 0.91 -0.31 0.184
H 0.33 2.28 0.93 0.128
H -0.13 -1.70 -0.17 0.147
H -1.46 -0.73 0.05 -0.070
H -0.48 -1.01 1.44 0.178
```

Orbital gap, eV: 11.27
F_max, eV/A: 4.63
LUMO, eV: -3.57
Charge: +1
Energy above the lowest of the compared OMol25 structures with the same formula, charge and spin, eV: 0.9140
Energy, Ha: -2780.2949

---

C35H36BCl3FGeN4O5SeW | ωB97M-V/def2-TZVPD

Geometry as XYZ:
```
88
Properties=species:S:1:pos:R:3:mulliken_spin:R:1
W 0.36 0.40 -1.51 0.742
O -0.13 -3.50 -3.79 -0.002
C -1.18 -3.97 -3.10 -0.001
C -1.77 -5.15 -3.56 0.001
C -2.86 -5.69 -2.92 -0.002
C -3.40 -5.05 -1.81 0.001
C -2.83 -3.89 -1.34 -0.003
C -1.71 -3.33 -1.97 0.009
C -1.13 -2.07 -1.49 -0.028
O -0.11 -1.55 -2.10 -0.071
N -1.70 -1.43 -0.51 -0.011
N -1.21 -0.15 -0.32 -0.061
C -2.09 0.58 0.35 0.240
C -2.01 1.96 0.71 -0.038
C -3.22 2.66 0.90 0.052
C -3.23 4.02 1.11 -0.036
C -2.04 4.72 1.18 0.073
C -0.83 4.05 1.10 -0.045
C -0.81 2.68 0.89 0.072
O 0.37 1.95 0.91 0.019
H 0.17 -2.68 -3.35 0.000
H -1.34 -5.62 -4.43 0.000
H -3.30 -6.60 -3.29 0.000
H -4.27 -5.47 -1.32 0.000
H -3.24 -3.37 -0.49 -0.001
H -3.04 0.09 0.56 0.004
H -4.14 2.11 0.84 0.000
H -4.17 4.54 1.22 -0.001
H -2.04 5.79 1.33 0.006
H 0.10 4.58 1.18 -0.004
C 3.16 2.49 4.39 0.000
C 3.34 2.31 2.88 0.002
C 4.53 1.40 2.61 -0.001
O 2.17 1.63 2.40 0.005
B 1.52 2.41 1.49 0.022
O 2.18 3.58 1.23 0.003
C 3.35 3.67 2.06 -0.001
C 4.57 3.87 1.17 0.000
C 3.18 4.93 2.92 0.000
H 3.07 1.51 4.84 0.000
H 2.26 3.04 4.61 0.000
H 4.02 3.00 4.82 0.000
H 4.36 0.46 3.12 0.000
H 5.45 1.84 2.99 0.000
H 4.64 1.19 1.55 0.001
H 4.70 3.05 0.47 0.000
H 5.47 3.97 1.77 0.000
H 4.44 4.78 0.59 0.000
H 2.22 4.91 3.44 0.000
H 3.18 5.79 2.26 0.000
H 3.98 5.03 3.63 0.000
C 4.15 -3.79 0.92 -0.001
N 2.84 -3.84 1.50 0.000
C 1.68 -3.93 0.81 0.004
Se 1.48 -4.01 -0.97 0.000
N 0.66 -3.94 1.71 0.000
C 1.16 -3.86 2.98 0.000
C 0.57 -3.86 4.23 0.000
C 1.40 -3.78 5.33 0.000
C 2.79 -3.73 5.20 0.000
C 3.39 -3.74 3.96 -0.001
C 2.56 -3.80 2.85 -0.001
H 4.06 -3.91 -0.16 0.000
H 4.77 -4.59 1.32 0.000
H 4.62 -2.83 1.14 0.001
H -0.31 -3.97 1.44 0.000
H -0.50 -3.92 4.34 0.000
H 0.97 -3.76 6.32 0.000
H 3.40 -3.70 6.09 0.000
H 4.47 -3.72 3.85 0.000
F 4.55 1.40 -5.01 0.001
C 3.94 0.97 -3.89 0.009
C 3.63 1.89 -2.90 -0.004
C 3.02 1.45 -1.74 0.025
C 2.75 0.07 -1.54 -0.046
C 2.05 -0.37 -0.33 0.000
C 3.08 -0.83 -2.58 0.029
C 3.66 -0.38 -3.75 -0.005
H 3.88 2.93 -3.04 -0.001
H 2.85 2.15 -0.92 0.000
H 2.33 0.16 0.58 -0.017
H 2.13 -1.45 -0.17 0.020
H 2.89 -1.89 -2.45 0.001
H 3.91 -1.06 -4.55 0.000
Cl 0.48 0.75 -4.06 0.003
Ge -1.41 1.89 -3.26 0.025
Cl 0.12 2.98 -1.85 0.005
Cl -1.48 3.36 -4.85 0.008
```

Orbital gap (spin up / spin down), eV: 5.98 / 6.14
F_max, eV/A: 1.94
LUMO (spin up / spin down), eV: -0.54 / -0.70
2S+1: 2
Energy above the lowest of the compared OMol25 structures with the same formula, charge and spin, eV: 1.9169
Energy, Ha: -8001.5128

---

C24H34ClF9N3O5Pd | ωB97M-V/def2-TZVPD

Geometry as XYZ:
```
77
Properties=species:S:1:pos:R:3:mulliken_spin:R:1
O 1.06 -0.78 -2.14 0.019
C -0.10 -0.52 -2.71 0.007
C -0.02 0.93 -3.31 0.036
C 0.51 1.97 -2.54 -0.013
H 0.69 1.78 -1.48 -0.008
C 0.84 3.21 -3.14 0.000
H 1.34 3.98 -2.54 0.000
C 0.51 3.43 -4.48 -0.001
H 0.73 4.39 -4.95 0.000
C -0.11 2.42 -5.22 0.001
H -0.39 2.56 -6.27 0.000
C -0.35 1.16 -4.63 -0.017
H -0.80 0.33 -5.19 -0.001
H -0.27 -1.18 -3.60 -0.008
C -2.23 -2.05 -1.98 0.010
C -1.60 -0.66 -1.81 -0.012
H -3.11 -2.06 -2.68 -0.005
H -2.45 -2.52 -1.02 -0.002
H -1.51 -2.70 -2.51 0.004
C -2.46 0.41 -1.87 0.125
C -3.96 0.40 -1.67 -0.011
H -2.14 1.42 -2.11 0.021
H -4.51 0.85 -2.53 0.010
H -4.22 1.05 -0.81 0.012
H -4.37 -0.61 -1.52 -0.001
Pd -0.54 -0.72 0.40 1.415
Cl -2.74 -1.01 1.08 0.180
C -0.81 -0.56 3.44 -0.001
O -0.01 -1.24 2.79 0.052
N -1.03 -0.70 4.75 0.001
C -0.46 -1.80 5.49 0.002
C -1.91 0.20 5.49 0.001
H -1.46 0.21 2.96 0.002
H 0.19 -2.41 4.85 -0.001
H -1.27 -2.43 5.89 0.000
H 0.11 -1.41 6.33 0.000
H -2.13 1.05 4.84 0.000
H -1.41 0.52 6.41 0.000
H -2.85 -0.32 5.74 0.000
H 4.90 1.23 -1.47 0.000
H 4.74 1.47 1.05 0.000
C 3.80 1.23 -1.47 -0.001
C 3.65 1.29 1.00 0.001
N 3.29 0.63 -0.25 0.004
H 3.42 0.65 -2.31 0.000
C 2.65 -0.56 -0.26 0.002
O 1.90 -0.99 0.64 0.010
H 3.33 0.68 1.84 0.000
H 2.88 -1.15 -1.17 0.002
H 3.47 2.27 -1.54 0.000
H 3.19 2.29 1.06 0.000
H 0.06 -6.12 1.03 0.000
H 2.21 -6.16 -0.61 0.000
C -0.39 -5.62 0.15 0.000
C 1.63 -5.50 -1.28 0.001
N 0.61 -4.80 -0.52 0.002
H -1.22 -5.00 0.48 0.001
C 0.61 -3.48 -0.34 -0.006
O -0.31 -2.92 0.32 0.043
H 2.30 -4.76 -1.72 0.000
H 1.46 -2.94 -0.80 0.003
H -0.73 -6.39 -0.55 0.000
H 1.16 -6.10 -2.06 0.000
F 1.65 3.73 0.00 -0.001
C 0.38 3.90 0.48 0.005
F 0.39 5.04 1.24 0.000
F -0.41 4.15 -0.61 0.000
C -0.11 2.64 1.28 0.029
O 0.27 1.49 0.69 0.108
C 0.50 2.86 2.74 0.002
F -0.21 3.74 3.51 0.000
F 0.53 1.69 3.41 -0.001
F 1.79 3.32 2.70 0.000
C -1.66 2.85 1.39 -0.021
F -2.01 4.16 1.54 0.000
F -2.25 2.40 0.27 -0.001
F -2.22 2.18 2.44 0.000
```

Orbital gap (spin up / spin down), eV: 6.89 / 6.53
F_max, eV/A: 2.69
LUMO (spin up / spin down), eV: 2.54 / 2.21
2S+1: 3
Charge: -1
Energy, Ha: -2962.2662

---

C21H15Cl5O2Ru | ωB97M-V/def2-TZVPD

Geometry as XYZ:
```
44
Properties=species:S:1:pos:R:3:mulliken_spin:R:1
Ru -0.36 0.37 0.39 4.063
C -3.21 0.74 -1.71 0.050
C -2.31 -0.39 -1.30 0.054
C -1.30 -0.86 -2.15 0.033
C -0.50 -1.94 -1.80 0.035
C -0.66 -2.55 -0.57 0.056
C -1.64 -2.09 0.31 0.026
C -2.47 -1.02 -0.05 -0.015
H -4.07 0.34 -2.25 0.000
H -2.69 1.44 -2.36 -0.001
H -3.59 1.28 -0.84 -0.001
H -1.15 -0.36 -3.11 0.008
H 0.26 -2.29 -2.49 -0.001
H -0.03 -3.38 -0.28 0.004
H -1.76 -2.55 1.28 0.008
H -3.24 -0.68 0.62 -0.008
Cl -1.62 -0.09 3.33 0.030
C -1.84 1.54 2.76 -0.046
C -1.35 1.85 1.50 0.251
C -1.50 3.16 1.05 -0.135
Cl -0.86 3.54 -0.51 0.023
C -2.13 4.13 1.81 -0.033
Cl -2.30 5.73 1.22 0.001
C -2.63 3.78 3.07 0.056
Cl -3.41 4.96 4.03 0.010
C -2.48 2.48 3.56 -0.023
Cl -3.08 2.05 5.10 0.001
C 3.03 -2.08 1.89 0.014
C 2.22 -1.26 0.93 0.027
O 1.15 -0.79 1.38 0.154
C 2.68 -1.02 -0.42 -0.041
C 3.77 -1.78 -0.92 -0.010
C 4.25 -1.58 -2.19 0.027
C 3.68 -0.59 -2.99 -0.009
C 2.64 0.18 -2.53 0.048
C 2.11 -0.02 -1.25 0.046
O 1.14 0.79 -0.86 0.295
H 2.55 -2.07 2.86 -0.001
H 4.04 -1.69 1.96 0.000
H 3.09 -3.11 1.53 0.002
H 4.22 -2.53 -0.30 0.001
H 5.07 -2.18 -2.55 0.001
H 4.06 -0.42 -3.99 0.000
H 2.20 0.97 -3.13 0.002
```

Orbital gap (spin up / spin down), eV: 8.20 / 6.53
F_max, eV/A: 0.16
LUMO (spin up / spin down), eV: -3.50 / -5.27
2S+1: 6
Charge: +1
Energy, Ha: -3355.2635

---

C2H4N2O2S | ωB97M-V/def2-TZVPD

Geometry as XYZ:
```
11
Properties=species:S:1:pos:R:3:lowdin_charge:R:1
C -0.66 0.92 0.08 -0.255
C -1.79 -1.25 -0.15 0.034
N -1.03 -0.35 0.27 0.056
N 0.56 1.13 -0.25 -0.021
O 3.33 0.71 0.44 -0.479
O 1.85 -1.31 0.20 -0.493
S 2.48 -0.14 -0.40 0.806
H -1.26 1.73 0.47 0.133
H -1.97 -2.13 0.33 0.043
H -2.45 -1.30 -1.09 0.115
H 0.94 2.00 0.10 0.061
```

Orbital gap, eV: 9.56
F_max, eV/A: 3.81
LUMO, eV: -0.08
Energy above the lowest of the compared OMol25 structures with the same formula, charge and spin, eV: 2.6939
Energy, Ha: -736.7059